Record 1
The following is a DFT calculation (ωB97M-V/def2-TZVPD) of a 14-piece molecular cluster, C2H29O15 overall at a distorted geometry.

XYZ file:
```
46
Properties=species:S:1:pos:R:3:forces:R:3:lowdin_charge:R:1
C 0.027 -1.299 -0.183 -0.51 -0.40 -0.33 0.002
C 1.037 -0.214 -0.520 -2.70 0.83 0.55 -0.729
O 0.660 0.780 -1.190 -0.34 0.32 -0.93 -0.050
O 2.109 -0.293 0.042 3.02 -0.68 1.10 -0.028
H -0.229 -1.370 0.874 0.59 0.33 0.26 0.064
H 0.501 -2.242 -0.457 -0.24 -0.22 -0.09 0.075
H -0.953 -1.164 -0.640 0.26 -0.02 -0.51 0.064
O 3.764 0.864 -1.872 0.80 -0.26 -0.56 -0.063
H 3.297 1.671 -2.087 0.51 0.10 -0.11 -0.029
H 3.179 0.400 -1.273 -0.36 -0.30 0.43 -0.033
O -0.817 0.266 -3.986 -0.08 -0.08 -0.54 -0.051
H -1.367 -0.496 -4.167 -0.16 -0.11 -0.04 0.015
H -0.450 0.097 -3.118 0.32 0.30 0.67 -0.004
O 4.968 0.602 1.197 0.50 -0.09 0.24 -0.057
H 4.605 1.147 1.895 -0.18 0.07 0.17 0.025
H 4.235 0.456 0.600 -0.31 0.02 -0.40 -0.013
O 2.304 3.122 -2.064 -0.15 0.78 -0.61 -0.048
H 1.934 3.870 -1.595 0.05 0.23 0.25 0.061
H 1.872 2.360 -1.680 -0.84 -0.79 0.58 -0.001
O -1.809 2.356 -0.542 -0.64 0.14 0.40 -0.064
H -1.064 1.760 -0.617 0.47 -0.33 -0.14 -0.020
H -1.555 3.124 -1.053 0.05 0.08 -0.32 -0.004
O -1.975 -3.587 -0.945 -0.42 -0.28 0.26 -0.053
H -1.097 -3.860 -1.211 0.32 0.04 0.05 0.043
H -2.397 -3.313 -1.759 -0.05 0.12 -0.35 0.033
O -4.075 -1.420 -1.053 -0.01 0.13 -0.06 -0.036
H -4.906 -1.839 -1.277 -0.28 -0.03 -0.05 0.034
H -3.554 -2.117 -0.656 0.32 -0.19 0.24 -0.015
O -2.403 -1.244 2.485 -0.12 0.12 -0.17 -0.039
H -2.675 -1.947 3.076 0.19 -0.23 0.31 0.038
H -3.051 -1.259 1.781 -0.21 0.35 -0.34 0.047
O -1.283 -3.723 2.803 0.08 -0.33 0.41 -0.050
H -1.370 -3.248 1.976 0.10 0.32 -0.33 0.003
H -2.004 -4.353 2.795 -0.09 -0.31 -0.05 0.035
O 2.173 -0.254 2.878 0.00 0.19 0.70 -0.049
H 1.915 -1.112 3.214 -0.11 -0.11 0.14 0.040
H 2.376 -0.409 1.955 0.06 -0.08 -0.88 -0.008
O 0.861 2.161 1.728 -0.05 0.61 -0.09 -0.052
H 1.172 1.504 2.351 0.05 -0.37 0.35 -0.015
H 1.009 1.767 0.869 0.08 -0.10 -0.33 -0.013
O -1.021 0.920 3.765 0.34 0.26 0.51 -0.055
H -1.849 1.013 4.238 -0.18 0.00 -0.01 0.020
H -1.170 0.191 3.163 -0.15 -0.15 -0.29 -0.013
O -0.644 3.422 -3.046 -0.40 0.38 0.11 -0.046
H -0.487 3.865 -3.879 0.04 0.03 -0.17 0.038
H 0.203 3.043 -2.812 0.42 -0.32 0.00 -0.001
```
Positions in Å, forces in eV/Å.

Results
2S+1   1
Total charge   -1
ΔE to the lowest compared entry with this formula, charge and spin   62.8 kcal/mol
Orbital gap   8.44 eV
Highest occupied orbital energy   -0.24425 Ha



Record 2
The following is a DFT calculation (ωB97M-V/def2-TZVPD) of a 2-piece molecular cluster, C34H50BFO4P overall at a distorted geometry.

XYZ file:
```
91
Properties=species:S:1:pos:R:3:forces:R:3:lowdin_charge:R:1
C -3.046 3.807 6.942 0.46 -0.57 -0.02 -0.065
C -3.454 2.766 5.857 -0.49 -0.46 -0.70 -0.186
C -4.846 2.791 5.383 0.57 -1.75 -1.31 -0.039
C -5.356 1.855 4.365 3.19 0.23 1.20 -0.069
C -4.373 0.908 3.822 -0.09 1.04 1.10 -0.098
C -2.996 0.881 4.291 -0.63 1.27 0.95 -0.046
C -2.475 1.786 5.336 -2.96 0.45 -1.06 -0.143
C -1.000 1.687 5.833 -0.15 -0.44 -0.43 -0.100
C 0.047 2.109 4.752 1.18 0.29 -1.09 -0.092
C 0.735 1.027 4.016 0.59 1.79 -0.82 -0.024
C 1.703 1.280 2.948 -0.91 3.27 1.09 -0.004
C 1.977 2.737 2.631 -0.79 -0.85 0.81 -0.035
C 1.335 3.825 3.387 -0.30 -1.13 -0.07 0.006
C 0.374 3.515 4.442 0.69 -2.38 -0.74 -0.109
F -0.262 4.487 5.155 0.80 -0.98 -0.93 0.077
C 1.688 5.310 2.998 -0.16 -0.72 -0.78 -0.281
O 1.807 6.189 3.807 -0.23 -0.37 -0.37 0.138
C 1.926 5.535 1.458 0.24 -1.70 0.29 0.096
C 2.533 4.533 0.744 -0.36 0.77 0.60 0.000
B 2.704 4.787 -0.832 0.80 -0.28 -0.77 -0.504
O 3.062 3.687 -1.666 -1.29 0.71 0.81 0.104
O 2.475 6.052 -1.451 -0.90 -1.75 1.06 0.113
C 2.975 3.213 1.467 -1.36 0.42 0.90 -0.280
O 3.988 2.622 1.202 -0.61 0.10 -0.05 0.125
H -3.912 4.165 7.552 0.63 -0.34 -0.71 0.082
H -2.504 4.695 6.506 -0.61 -0.94 0.37 0.085
H -2.336 3.293 7.646 -0.67 0.71 -0.51 0.071
H -5.592 3.518 5.783 1.01 -0.55 -0.13 0.105
H -6.425 1.882 4.046 1.18 -0.09 0.27 0.098
H -4.727 0.180 3.049 0.58 0.70 0.80 0.088
H -2.277 0.149 3.857 -0.72 0.52 0.30 0.088
H -0.859 2.224 6.810 -0.08 -0.40 -1.15 0.114
H -0.809 0.590 6.023 -0.13 1.15 -0.05 0.121
H 0.503 -0.039 4.274 0.17 1.22 -0.17 0.111
H 2.222 0.465 2.386 -0.53 0.93 0.64 0.109
H 1.589 6.453 0.923 0.46 -0.56 0.91 0.133
H 2.209 3.298 -1.946 0.77 0.03 -0.18 0.084
H 1.501 6.091 -1.547 0.64 0.56 -0.15 0.113
C -2.074 -0.959 0.731 -0.02 0.09 -0.04 -0.105
C -2.407 -1.353 -0.704 -0.09 -0.02 0.26 -0.248
C -1.990 -2.783 -1.049 -0.33 0.36 -0.41 -0.221
C -0.489 -3.000 -1.289 -0.06 -0.48 0.89 -0.262
P 0.200 -2.522 -2.869 -0.34 -0.29 -0.57 1.009
C -0.863 -3.239 -4.149 -0.47 0.08 -0.26 -0.271
C -1.244 -4.723 -4.115 0.04 -0.41 0.14 -0.225
C -0.179 -5.750 -4.510 0.15 -0.02 0.02 -0.261
C 0.545 -5.457 -5.818 0.01 -0.07 0.04 -0.097
C 1.795 -3.287 -3.103 0.86 -0.57 0.23 -0.267
C 2.992 -3.013 -2.188 0.35 0.28 0.26 -0.214
C 3.723 -1.683 -2.364 -0.12 0.22 0.09 -0.249
C 3.991 -1.275 -3.807 0.10 0.05 0.10 -0.099
C 0.121 -0.782 -3.280 -0.19 1.13 -0.51 -0.257
C 0.908 0.351 -2.611 0.70 -0.09 0.14 -0.217
C 0.937 0.389 -1.081 0.22 0.47 0.19 -0.248
C 0.072 1.498 -0.493 -0.07 -0.19 0.10 -0.082
H -1.008 -1.061 0.948 0.00 0.04 0.04 0.063
H -2.357 0.079 0.914 0.07 -0.06 0.08 0.075
H -2.624 -1.583 1.440 0.04 0.00 -0.03 0.082
H -1.959 -0.638 -1.397 0.02 0.01 -0.04 0.077
H -3.489 -1.265 -0.836 0.07 -0.03 -0.07 0.119
H -2.548 -3.098 -1.935 0.04 -0.12 0.03 0.099
H -2.311 -3.443 -0.239 0.13 -0.02 -0.05 0.125
H -0.314 -4.080 -1.217 0.19 0.04 -0.19 0.109
H 0.094 -2.578 -0.467 0.07 0.09 -0.10 0.088
H -0.442 -2.978 -5.123 0.14 0.05 0.10 0.101
H -1.800 -2.673 -4.091 0.11 0.10 0.04 0.101
H -2.087 -4.852 -4.800 0.01 0.17 0.06 0.124
H -1.621 -4.985 -3.122 -0.08 0.03 -0.05 0.103
H -0.668 -6.724 -4.602 -0.04 0.09 0.08 0.117
H 0.547 -5.876 -3.704 0.02 0.00 0.00 0.087
H -0.148 -5.482 -6.662 0.05 0.06 0.00 0.086
H 1.317 -6.208 -5.994 -0.06 0.04 -0.06 0.083
H 1.040 -4.484 -5.811 0.01 -0.01 -0.05 0.051
H 2.089 -3.192 -4.151 -0.20 0.17 -0.01 0.096
H 1.603 -4.354 -2.959 -0.34 0.03 -0.16 0.086
H 3.721 -3.809 -2.365 -0.21 -0.09 -0.05 0.122
H 2.683 -3.114 -1.142 0.05 -0.06 -0.03 0.112
H 4.677 -1.740 -1.835 -0.08 -0.06 0.01 0.120
H 3.164 -0.900 -1.851 -0.01 0.07 -0.03 0.072
H 4.695 -1.961 -4.283 -0.07 0.02 -0.06 0.086
H 4.426 -0.274 -3.834 0.04 -0.09 -0.05 0.085
H 3.081 -1.241 -4.411 0.00 -0.01 -0.03 0.055
H -0.937 -0.501 -3.269 -0.09 -0.35 0.08 0.098
H 0.392 -0.738 -4.343 -0.08 -0.26 0.00 0.110
H 0.509 1.297 -2.992 -0.16 -0.14 0.00 0.122
H 1.931 0.330 -2.989 -0.02 -0.11 -0.01 0.087
H 1.963 0.581 -0.748 -0.03 -0.13 -0.04 0.105
H 0.659 -0.573 -0.651 -0.07 -0.04 0.01 0.073
H 0.470 2.481 -0.760 -0.04 -0.03 -0.02 0.066
H 0.065 1.438 0.597 -0.11 0.08 -0.06 0.065
H -0.952 1.437 -0.865 -0.06 0.07 0.09 0.076
```
Positions in Å, forces in eV/Å.

Results
2S+1   1
Total charge   +1
Orbital gap   7.63 eV
Highest occupied orbital energy   -0.38529 Ha



Record 3
The following is a DFT calculation (ωB97M-V/def2-TZVPD) of a 2-piece molecular cluster, CH5NOS overall.

XYZ file:
```
9
Properties=species:S:1:pos:R:3:forces:R:3:lowdin_charge:R:1
S -4.564 1.817 -5.346 0.11 0.46 -0.24 0.465
H -4.443 1.720 -4.019 -0.07 -0.25 0.01 -0.230
H -4.956 0.562 -5.555 -0.04 -0.22 0.22 -0.235
C 2.447 -0.184 2.081 -0.27 -0.63 0.09 -0.432
N 2.109 -1.276 2.832 0.27 0.40 -0.20 0.103
O 3.419 -0.138 1.373 0.15 0.24 -0.18 0.019
H 1.684 0.603 2.147 0.06 0.31 -0.03 0.121
H 2.829 -1.983 2.889 -0.21 -0.04 0.25 0.102
H 1.477 -1.123 3.598 0.00 -0.29 0.07 0.086
```
Positions in Å, forces in eV/Å.

Results
2S+1   1
ΔE to the lowest compared entry with this formula, charge and spin   4.8 kcal/mol
Orbital gap   10.76 eV
Highest occupied orbital energy   -0.36012 Ha
SMILES   NC=O.S



no.,calculated total energy (hartree)
1,-1222.299508
2,-2092.346279
3,-569.280504